1.
Below is C25H24AsF5HoNO4S6 as an isolated structure, with properties calculated with wB97M-V/def2-TZVPD.

HOMO energy (alpha / beta)	-1.08 / -1.08	eV
expectation value of S²	6.00
orbital gap (alpha / beta)	4.63 / 4.63	eV
energy relative to the best compared isomer or geometry (same formula, charge and spin)	38.8	kcal per mole

The geometry in ORCA input format:
```
! RIJCOSX wB97M-V def2-TZVPD def2/J DEFGRID3
* xyz -2 5
Ho 0.5211 -1.3281 1.4262
S -1.1789 -3.7700 0.9748
As 0.7516 -4.7366 1.6853
S 1.9848 -3.6935 -0.1139
S 2.9846 -2.1022 0.8254
S 0.7083 -6.8192 1.2998
O -2.2198 -0.4506 0.4903
S -3.1718 0.4746 -0.1806
C -3.4062 -0.1216 -1.8228
C -2.1889 -0.6515 -2.5788
C -1.6838 -2.0282 -2.1393
C -0.3549 -2.4327 -2.6899
S 1.0273 -1.3266 -2.2217
O 0.4995 -0.4699 -1.0554
C 1.0739 -0.2419 -3.7325
C 0.7017 1.0914 -3.6815
C 0.7304 1.8412 -4.8393
C 1.2249 1.2765 -6.0226
C 1.6347 -0.0288 -6.0348
C 1.5881 -0.8131 -4.8931
C -2.4142 2.0522 -0.6926
C -3.2847 3.0924 -1.0739
C -2.7826 4.3495 -1.4182
C -1.3892 4.5497 -1.3792
C -0.5486 3.5202 -1.0064
C -1.0467 2.2712 -0.6209
H -3.8481 0.6975 -2.3810
H -4.1698 -0.8998 -1.7431
H -1.3712 0.0649 -2.5344
H -2.4844 -0.7455 -3.6194
H -2.3635 -2.7759 -2.5572
H -1.6893 -2.1109 -1.0389
H -0.3404 -2.4231 -3.7690
H -0.0670 -3.4474 -2.3238
H 0.3387 1.5255 -2.7782
H 0.3934 2.8683 -4.8444
H 1.2300 1.8955 -6.8698
H 2.0415 -0.4445 -6.9515
H 1.8956 -1.8751 -4.9325
H -4.3569 2.9665 -1.1505
H -3.4646 5.1611 -1.6692
H -0.9489 5.4854 -1.6984
H 0.5277 3.6844 -0.9948
H -0.3701 1.4866 -0.2962
N -0.7434 -1.8715 3.4583
C -1.3683 -0.7961 4.2029
C -0.5200 0.4729 4.2779
C -0.6319 1.2544 2.9314
O -1.3109 2.2958 2.9768
O -0.1029 0.7411 1.8758
H -1.4390 -2.4614 2.9762
H -0.1247 -2.3941 4.0644
H -1.6044 -1.1081 5.2526
H -2.2816 -0.5552 3.6597
H 0.5710 0.2513 4.5184
H -0.9367 1.1288 5.0417
F 1.9179 -2.3737 4.9472
C 2.6537 -1.2742 4.5639
C 2.3048 -0.6412 3.3965
C 3.1032 0.4514 3.1499
F 2.9253 1.1736 2.0121
C 4.1863 0.9018 3.9172
F 4.9277 2.0037 3.5633
C 4.5032 0.2055 5.0867
F 5.5663 0.5470 5.8616
C 3.7148 -0.9115 5.3998
F 3.9766 -1.6582 6.5136
*
```

Atomic partial charges in e from the Löwdin method, atoms 1 to 6:
1 Ho 1.08
2 S -0.21
3 As -0.08
4 S -0.24
5 S -0.13
6 S -0.39

2.
Below is an isolated molecule of C25H24BrN3O4, with properties calculated with wB97M-V/def2-TZVPD.

SMILES	Cc1cccc(OCC(=O)NCC(=O)N/N=C/c2cc(Br)ccc2OCc2ccccc2)c1
HOMO energy	-8.29	eV
orbital gap	8.54	eV
energy relative to the best compared isomer or geometry (same formula, charge and spin)	75.0	kcal per mole

The geometry in ORCA input format:
```
! RIJCOSX wB97M-V def2-TZVPD def2/J DEFGRID3
* xyz 0 1
C -1.9462 -2.5876 -4.2673
C -1.5820 -2.7500 -2.8238
C -0.3017 -2.4279 -2.3818
C 0.0335 -2.5714 -1.0517
C -0.8954 -3.0292 -0.1298
C -2.1757 -3.3458 -0.5595
O -3.1936 -3.7899 0.2560
C -2.9354 -3.8904 1.6354
C -2.6618 -2.5281 2.2721
O -1.8611 -2.3677 3.1773
N -3.3883 -1.5333 1.7372
C -3.2130 -0.1474 2.1156
C -2.0310 0.4778 1.3512
O -2.1708 1.3031 0.4839
N -0.8485 -0.0544 1.7603
N 0.3196 0.2346 1.1601
C 1.3302 -0.4724 1.4669
C 2.6395 -0.2951 0.8796
C 3.5562 -1.3373 0.9976
C 4.8084 -1.2386 0.4256
Br 6.0352 -2.6871 0.5916
C 5.1810 -0.1010 -0.2677
C 4.2906 0.9513 -0.3748
C 3.0172 0.8839 0.1920
O 2.1192 1.8744 0.1586
C 2.4609 3.1126 -0.4311
C 1.3247 4.0842 -0.2319
C 0.0264 3.6264 -0.0642
C -1.0092 4.5292 0.1029
C -0.7584 5.8903 0.0951
C 0.5371 6.3496 -0.0763
C 1.5761 5.4503 -0.2360
C -2.5092 -3.2063 -1.9044
H -2.9154 -3.0314 -4.4785
H -1.1978 -3.0559 -4.9039
H -1.9865 -1.5294 -4.5241
H 0.4310 -2.0650 -3.0867
H 1.0296 -2.3218 -0.7176
H -0.6044 -3.1362 0.9028
H -2.0983 -4.5646 1.8522
H -3.8444 -4.3134 2.0744
H -3.9412 -1.7353 0.9167
H -4.1206 0.4074 1.8784
H -3.0198 -0.1084 3.1914
H -0.8686 -0.7875 2.4820
H 1.2418 -1.2978 2.1879
H 3.2763 -2.2336 1.5313
H 6.1595 -0.0317 -0.7169
H 4.6015 1.8311 -0.9146
H 3.3775 3.5154 0.0239
H 2.6413 2.9782 -1.5100
H -0.1728 2.5674 -0.0506
H -2.0124 4.1542 0.2356
H -1.5673 6.5949 0.2236
H 0.7406 7.4107 -0.0811
H 2.5872 5.8118 -0.3651
H -3.5115 -3.4655 -2.2097
*
```

Atomic partial charges in e from the Löwdin method, atoms 1 to 6:
1 C -0.05
2 C -0.27
3 C -0.05
4 C -0.06
5 C -0.02
6 C -0.26

3.
Below is C25H24CeClN2O2SSi as an isolated structure, with properties calculated with wB97M-V/def2-TZVPD.

HOMO energy (alpha / beta)	-11.22 / -11.22	eV
orbital gap (alpha / beta)	6.60 / 6.58	eV
energy relative to the best compared isomer or geometry (same formula, charge and spin)	0.0	kcal per mole

The geometry in ORCA input format:
```
! RIJCOSX wB97M-V def2-TZVPD def2/J DEFGRID3
* xyz 1 1
Ce -1.8567 -0.3300 0.7583
C 0.7474 2.1349 -4.1595
Si 2.0959 1.1917 -3.2902
C 3.7285 2.0358 -3.5752
C 2.1860 -0.5788 -3.8402
C 1.7798 1.2550 -1.4046
C 2.6963 1.8701 -0.5595
C 2.4982 1.9602 0.8197
C 1.3526 1.4119 1.3382
N 0.4470 0.8078 0.5543
C 0.6407 0.7247 -0.7709
S -0.6710 -0.0781 -1.6655
H 0.9477 2.1463 -5.2343
H 0.7250 3.1736 -3.8190
H -0.2388 1.6975 -4.0054
H 3.9478 2.0205 -4.6460
H 4.5539 1.5279 -3.0712
H 3.7235 3.0827 -3.2638
H 2.4317 -0.6131 -4.9051
H 1.2502 -1.1171 -3.6934
H 2.9750 -1.1095 -3.3019
H 3.5970 2.3040 -0.9773
H 3.2150 2.4464 1.4659
H 1.1345 1.4501 2.4001
O -4.4747 -3.5815 1.2316
C -3.4269 -3.0221 1.0828
O -3.2185 -1.9627 0.2991
C -2.1824 -3.4327 1.8347
C -2.1460 -4.6846 2.4657
C -1.0185 -5.0274 3.1523
C 0.0625 -4.1233 3.2234
C 1.2521 -4.4232 3.9336
C 2.2706 -3.5197 3.9861
C 2.1489 -2.2774 3.3219
C 1.0157 -1.9647 2.6289
C -0.0573 -2.8800 2.5688
N -1.1975 -2.5523 1.8765
H -3.0099 -5.3278 2.3877
H -0.9411 -5.9868 3.6495
H 1.3334 -5.3806 4.4323
H 3.1763 -3.7506 4.5295
H 2.9681 -1.5711 3.3559
H 0.9496 -1.0248 2.0984
Cl -4.6541 0.7103 0.4618
C -3.5987 1.9363 -0.1992
C -3.8153 2.3971 -1.4875
C -2.9086 3.2935 -2.0214
C -1.7996 3.7129 -1.2831
C -1.6032 3.2473 -0.0042
C -2.5246 2.3632 0.6004
C -2.3039 1.8254 1.9261
H -4.6588 2.0378 -2.0595
H -3.0541 3.6561 -3.0303
H -1.0935 4.4059 -1.7195
H -0.7459 3.5719 0.5725
H -3.1749 1.6578 2.5556
H -1.4760 2.2633 2.4760
*
```

Atomic partial charges in e from the Löwdin method, atoms 1 to 6:
1 Ce 1.10
2 C -0.18
3 Si 0.50
4 C -0.18
5 C -0.17
6 C -0.21

4.
Below is C25H24LuN6O6P as an isolated structure, with properties calculated with wB97M-V/def2-TZVPD.

HOMO energy (alpha / beta)	-13.30 / -13.30	eV
orbital gap (alpha / beta)	7.12 / 7.12	eV
energy relative to the best compared isomer or geometry (same formula, charge and spin)	0.0	kcal per mole

The geometry in ORCA input format:
```
! RIJCOSX wB97M-V def2-TZVPD def2/J DEFGRID3
* xyz 2 1
Lu 0.4469 0.3220 -0.9774
O 2.6197 0.4700 -0.7613
C 3.3727 1.4633 -0.9262
C 2.9746 2.8048 -1.1377
C 4.0072 3.7635 -1.2502
C 3.6781 5.0723 -1.4127
C 2.3443 5.4945 -1.4711
C 1.3257 4.5782 -1.3775
C 1.6108 3.2144 -1.2165
O 0.6371 2.3403 -1.1434
N 4.7558 6.0715 -1.5216
O 4.4235 7.2308 -1.5581
O 5.8899 5.6537 -1.5365
H 4.4524 1.2776 -0.9016
H 5.0488 3.4723 -1.2070
H 2.1385 6.5495 -1.5928
H 0.2910 4.8849 -1.4282
N -6.9828 -0.4618 6.2378
C -6.1838 -0.4417 5.4156
C -5.1751 -0.4210 4.3859
C -4.2721 -1.4764 4.2839
C -3.2939 -1.4458 3.3077
C -3.2260 -0.3804 2.4112
C -4.1393 0.6666 2.5149
C -5.1066 0.6536 3.5046
C -2.1797 -0.3579 1.3580
C -2.6019 -0.2514 0.0512
C -3.9509 -0.2969 -0.4211
C -3.9196 -0.1014 -1.7753
C -2.5566 0.0548 -2.1116
N -1.7587 -0.0447 -1.0544
C -0.8239 -0.4085 1.8361
C -0.4476 -0.1164 3.1450
C 0.9505 -0.1591 3.2105
C 1.3791 -0.4717 1.9394
N 0.3307 -0.6459 1.0684
H -4.3386 -2.3081 4.9706
H -2.5868 -2.2614 3.2317
H -4.0783 1.5043 1.8325
H -5.8069 1.4710 3.5990
H -4.8206 -0.4801 0.1869
H -4.7509 -0.0746 -2.4580
H -2.1534 0.2352 -3.1004
H -1.1198 0.1328 3.9482
H 1.5704 0.0296 4.0697
H 2.4015 -0.5809 1.6009
N 1.4111 -3.2602 0.3729
C 2.3898 -2.8346 -0.6794
P 1.4052 -2.6628 -2.2215
O 0.3466 -3.7172 -2.0776
O 1.0282 -1.2171 -2.4330
C 2.3788 -3.2411 -3.6799
N 1.4860 -4.2217 -4.3870
H 0.7431 -3.9241 -0.0518
H 0.8636 -2.4224 0.7043
H 1.8729 -3.6837 1.1818
H 3.1493 -3.6080 -0.7847
H 2.8540 -1.8973 -0.3676
H 3.2887 -3.7604 -3.3848
H 2.6358 -2.4301 -4.3571
H 1.0212 -3.8003 -5.1958
H 0.7558 -4.4959 -3.6941
H 1.9943 -5.0485 -4.7137
*
```

Atomic partial charges in e from the Löwdin method, atoms 1 to 6:
1 Lu 1.74
2 O -0.18
3 C -0.12
4 C -0.11
5 C 0.07
6 C -0.12

5.
Below is C25H24N7O4ReS2 as an isolated structure, with properties calculated with wB97M-V/def2-TZVPD.

HOMO energy (alpha / beta)	-9.54 / -10.40	eV
expectation value of S²	3.80
orbital gap (alpha / beta)	6.01 / 6.28	eV
energy relative to the best compared isomer or geometry (same formula, charge and spin)	0.0	kcal per mole

The geometry in ORCA input format:
```
! RIJCOSX wB97M-V def2-TZVPD def2/J DEFGRID3
* xyz 1 4
Re 9.8557 9.1795 8.4920
N 7.2635 12.7846 8.2930
C 7.9344 11.6174 8.5478
S 9.4264 11.3965 7.7831
N 7.2870 10.6204 9.1685
N 8.1293 9.5850 9.3462
C 7.6075 8.5571 10.2929
C 8.6057 7.3958 10.3931
C 8.4376 6.3185 11.3048
C 9.3581 5.3022 11.3642
C 10.4844 5.4037 10.5190
C 10.7078 6.5419 9.8194
N 9.6909 7.4914 9.6358
H 7.5091 13.3647 7.5223
H 6.2700 12.7465 8.5951
H 7.5926 9.1389 11.2839
H 7.5515 6.3566 11.9120
H 9.1905 4.4204 11.9755
H 11.2390 4.6246 10.4561
H 11.6262 6.7964 9.3198
N 8.6403 8.0470 6.9915
C 7.5777 7.0290 7.2419
C 6.2413 7.6487 7.7310
C 5.9226 7.1869 9.1748
O 5.5548 6.1302 9.6318
O 6.2654 8.2387 10.0266
H 8.1641 8.8730 6.5401
H 9.3551 7.6226 6.3787
H 7.8885 6.2101 7.8133
H 7.3912 6.5466 6.2577
H 5.4195 7.2087 7.2164
H 6.3519 8.7449 7.7237
O 9.6559 11.3234 11.3873
S 10.8988 10.6131 11.3983
O 11.1654 9.5903 12.3992
N 11.2074 9.9369 9.8163
C 12.5061 9.5562 9.5536
C 13.6014 9.3248 10.5039
C 14.8810 9.0379 9.9675
C 15.1204 8.9173 8.5779
C 14.0304 8.9747 7.6212
C 14.1761 8.9312 6.2269
C 13.0231 9.0821 5.4225
C 11.7580 9.2774 6.0064
N 11.6226 9.2585 7.3629
C 12.7470 9.2492 8.2031
C 12.2950 11.7434 11.5261
C 12.5881 12.4778 10.3613
C 13.7822 13.1998 10.2127
C 14.6378 13.1554 11.2720
C 14.3676 12.5087 12.4933
C 13.1583 11.7776 12.6457
H 13.3231 9.4170 11.5863
H 15.6174 8.9912 10.7231
H 16.1328 8.6661 8.2742
H 15.1832 8.6828 5.7939
H 13.0846 9.0481 4.3369
H 10.8405 9.4922 5.4533
H 11.9498 12.3511 9.4689
H 13.9459 13.9133 9.4005
H 15.6838 13.3957 11.1480
H 15.0356 12.4853 13.3129
H 13.0922 11.1516 13.5127
*
```

Atomic partial charges in e from the Löwdin method, atoms 1 to 6:
1 Re 1.28
2 N 0.08
3 C -0.83
4 S 0.69
5 N 0.02
6 N -0.28

6.
Below is C25H25AuCl2N8O3 as an isolated structure, with properties calculated with wB97M-V/def2-TZVPD.

HOMO energy (alpha / beta)	-13.69 / -13.74	eV
expectation value of S²	2.03
orbital gap (alpha / beta)	7.77 / 5.81	eV
energy relative to the best compared isomer or geometry (same formula, charge and spin)	17.6	kcal per mole

The geometry in ORCA input format:
```
! RIJCOSX wB97M-V def2-TZVPD def2/J DEFGRID3
* xyz 2 3
Au -0.7613 1.5957 -0.8675
N 1.5855 1.9999 -0.4816
C 1.8780 2.2392 0.9114
C 3.2447 1.7137 1.3915
C 3.5624 0.2242 1.2081
C 2.6612 -0.7294 2.0103
N 2.5284 -0.3468 3.3982
C 3.3046 -0.6180 4.4297
N 4.2832 -1.5251 4.3893
N 3.0740 0.0329 5.5703
C 0.7394 1.7249 1.9089
O 1.0623 1.7880 3.0943
O -0.3239 1.3186 1.4318
H 2.0906 1.2014 -0.8515
H 1.7765 2.8127 -1.0554
H 1.8481 3.3206 1.0875
H 3.3081 1.9616 2.4511
H 4.0275 2.2789 0.8820
H 4.5991 0.0814 1.5204
H 3.5051 -0.0722 0.1578
H 3.0348 -1.7530 1.9189
H 1.6522 -0.7020 1.5906
H 1.8924 0.4637 3.5113
H 4.4109 -2.1084 3.5816
H 4.7932 -1.7692 5.2217
H 2.3720 0.7532 5.6125
H 3.5959 -0.1611 6.4080
Cl -1.2196 6.6295 -1.0191
C -2.5062 5.5334 -0.8445
C -3.8048 5.9885 -0.6571
C -4.8696 5.1072 -0.5524
Cl -6.4380 5.7178 -0.3251
C -4.6598 3.6951 -0.6679
C -5.6911 2.7375 -0.6479
C -5.3783 1.4007 -0.7773
C -4.0382 1.0288 -0.9143
N -3.0678 1.9149 -0.9467
C -3.3351 3.2227 -0.8269
C -2.2009 4.1289 -0.8922
O -1.0172 3.7149 -0.9967
H -3.9858 7.0530 -0.6003
H -6.7160 3.0655 -0.5398
H -6.1476 0.6456 -0.7770
H -3.7472 -0.0079 -1.0151
N 0.9500 -8.1511 -5.1812
C 0.7468 -7.1758 -4.6204
C 0.4813 -5.9994 -3.8757
C 0.0440 -6.1238 -2.5575
C -0.2246 -4.9968 -1.8075
C -0.0606 -3.7275 -2.3630
C 0.3741 -3.6080 -3.6835
C 0.6447 -4.7335 -4.4365
N -0.3277 -2.5712 -1.5864
C -0.7418 -2.5460 -0.2779
C -0.8712 -1.2402 0.0784
N -0.5376 -0.4678 -0.9899
C -0.2187 -1.2865 -1.9737
H -0.0824 -7.1086 -2.1326
H -0.5667 -5.1324 -0.7940
H 0.5016 -2.6408 -4.1397
H 0.9810 -4.6289 -5.4555
H -0.9261 -3.4200 0.3070
H -1.1645 -0.7921 1.0058
H 0.0798 -0.9508 -2.9454
*
```

Atomic partial charges in e from the Löwdin method, atoms 1 to 6:
1 Au 1.13
2 N 0.04
3 C -0.27
4 C -0.14
5 C -0.15
6 C -0.15

Look up the energy relative to the best compared isomer or geometry (same formula, charge and spin) of the third one.
0.0 kcal per mole